one.
Computed, not measured: a structure of composition C9H6FeN2O4, with wB97M-V/def2-TZVPD.

```
22
C9H6FeN2O4 | the Open Molecules 2025 dataset | wB97M-V/def2-TZVPD
Fe 0.07635 -0.20633 -0.15297
O 0.09572 1.00829 -2.85410
O -0.24612 2.12009 1.61563
O -0.95240 -2.65834 0.96783
O -2.66546 0.79280 -0.39303
N 2.06053 -0.87126 2.43264
N 1.93746 -1.12829 0.09804
C 0.07809 0.68219 -1.73348
C 3.92314 -1.92916 1.25605
C -0.82428 -1.54117 0.65268
C -0.16792 1.23063 0.85725
C 4.40395 -2.45346 0.05678
C 2.42523 -1.67777 -1.04885
C 2.63671 -1.28983 1.26334
C 3.64622 -2.34646 -1.11277
C -1.58860 0.32661 -0.35051
H 5.36940 -2.98412 0.01760
H 3.99342 -2.76181 -2.06054
H 4.49967 -2.03075 2.18573
H 1.22128 -0.30122 2.50632
H 1.80867 -1.57831 -1.94860
H 2.58656 -1.02986 3.27036
```

expectation value of S²: 8.815
gap between HOMO and LUMO (alpha / beta): 0.301 / 0.258 hartree
HOMO energy (alpha / beta): -21.35 / -23.11 eV
2S+1: 6
total charge: +3

Charges computed using Mulliken, reported in e: number 1, Fe, carries 0.292; number 2, O, carries -0.041; number 3, O, carries -0.063; number 4, O, carries -0.060; number 5, O, carries -0.062; number 6, N, carries -0.119; number 7, N, carries -0.084; number 8, C, carries 0.442; number 9, C, carries -0.719; number 10, C, carries 0.523; number 11, C, carries 0.360; number 12, C, carries -0.244; number 13, C, carries 0.138; number 14, C, carries 0.904; number 15, C, carries -0.745; number 16, C, carries 0.352; number 17, H, carries 0.466; number 18, H, carries 0.457; number 19, H, carries 0.414; number 20, H, carries 0.088; number 21, H, carries 0.412; number 22, H, carries 0.290



two.
Computed, not measured: a structure of composition C9H6FeN2O4, with wB97M-V/def2-TZVPD.

```
22
C9H6FeN2O4 | the Open Molecules 2025 dataset | wB97M-V/def2-TZVPD
Fe 0.49665 -1.48079 -0.60666
O -2.00197 -1.68428 -2.03476
O 2.04734 -3.00150 -3.42856
O 2.98308 -1.58437 0.82323
O -0.67845 -3.35947 1.25827
N -0.01985 0.20633 0.28350
N -0.11537 1.41899 -1.67818
C -0.28498 1.39325 -0.33863
C -0.92665 -1.83336 -1.61589
C 2.07081 -1.83022 0.13657
C -0.53947 1.35822 2.35376
C -0.16197 -2.70511 0.44348
C 1.54687 -2.57857 -2.49497
C -0.82556 2.55734 1.70383
C -0.13047 0.23056 1.64818
C -0.69409 2.54818 0.33683
H -0.30274 2.26145 -2.19464
H 0.10626 0.60880 -2.21898
H -0.63779 1.29669 3.43195
H -1.14456 3.43857 2.25099
H -0.89945 3.43023 -0.24873
H 0.11236 -0.69094 2.18942
```

expectation value of S²: 8.813
gap between HOMO and LUMO (alpha / beta): 0.341 / 0.292 hartree
HOMO energy (alpha / beta): -21.85 / -23.64 eV
2S+1: 6
total charge: +3

Charges computed using Mulliken, reported in e: number 1, Fe, carries -0.201; number 2, O, carries -0.061; number 3, O, carries -0.028; number 4, O, carries -0.059; number 5, O, carries -0.061; number 6, N, carries 0.121; number 7, N, carries -0.142; number 8, C, carries 1.207; number 9, C, carries 0.703; number 10, C, carries 0.630; number 11, C, carries -0.665; number 12, C, carries 0.238; number 13, C, carries 0.273; number 14, C, carries -0.365; number 15, C, carries -0.025; number 16, C, carries -0.699; number 17, H, carries 0.293; number 18, H, carries 0.047; number 19, H, carries 0.449; number 20, H, carries 0.517; number 21, H, carries 0.426; number 22, H, carries 0.403



What is the stability order? It is two, one, from most stable to least stable.



one.
Computed, not measured: a cluster of 3 separate species, CH10N2O2 in total, with wB97M-V/def2-TZVPD.

```
15
CH10N2O2 | the Open Molecules 2025 dataset | wB97M-V/def2-TZVPD
O -2.90637 -0.76459 -2.91328
O 4.11551 1.33178 -4.84391
N 0.10578 -0.72056 1.35475
N -0.85160 0.30224 3.53379
C -0.95590 -0.66463 2.47271
H 0.93602 -0.92793 1.90498
H -1.83951 -0.79814 1.83576
H -1.59408 1.00007 3.57335
H -2.01376 -1.14403 -2.93122
H -0.95642 -1.62245 3.03778
H -2.59595 0.03537 -3.36376
H 0.06372 0.71994 3.64270
H 0.20790 0.26934 1.12573
H 4.58599 0.94430 -4.09548
H 3.69867 2.03928 -4.33388
```

gap between HOMO and LUMO: 0.362 hartree
HOMO energy: -9.14 eV

Charges computed using Mulliken, reported in e: number 1, O, carries -0.631; number 2, O, carries -0.633; number 3, N, carries -0.608; number 4, N, carries -0.538; number 5, C, carries -0.360; number 6, H, carries 0.230; number 7, H, carries 0.330; number 8, H, carries 0.200; number 9, H, carries 0.318; number 10, H, carries 0.282; number 11, H, carries 0.311; number 12, H, carries 0.213; number 13, H, carries 0.251; number 14, H, carries 0.317; number 15, H, carries 0.316



two.
Computed, not measured: a cluster of 3 separate species, CH10N2O2 in total, with wB97M-V/def2-TZVPD.

```
15
CH10N2O2 | the Open Molecules 2025 dataset | wB97M-V/def2-TZVPD
O -1.53195 -1.36281 0.94314
O 1.44039 -4.03730 -2.55750
N 0.53975 3.07310 0.98053
N -0.67047 1.24855 -0.13770
C 0.24185 1.65344 0.93900
H -1.57764 1.69314 -0.02299
H -0.15712 1.31711 1.89714
H 1.43298 -3.07529 -2.58826
H 1.51051 3.26656 0.81918
H 1.13936 1.06174 0.77350
H -1.20275 -0.71928 0.28767
H -0.24745 1.57293 -0.99571
H 0.53019 -4.29236 -2.36865
H 0.20278 3.51884 1.81401
H -0.76126 -1.72335 1.38809
```

gap between HOMO and LUMO: 0.379 hartree
HOMO energy: -9.69 eV

Charges computed using Mulliken, reported in e: number 1, O, carries -0.671; number 2, O, carries -0.641; number 3, N, carries -0.541; number 4, N, carries -0.613; number 5, C, carries -0.410; number 6, H, carries 0.223; number 7, H, carries 0.329; number 8, H, carries 0.316; number 9, H, carries 0.220; number 10, H, carries 0.350; number 11, H, carries 0.366; number 12, H, carries 0.226; number 13, H, carries 0.325; number 14, H, carries 0.226; number 15, H, carries 0.296



What is the stability order? It is two, one, from most stable to least stable.



one.
Computed, not measured: a cluster of 2 separate species, C2H5N in total, with wB97M-V/def2-TZVPD.

```
8
C2H5N | the Open Molecules 2025 dataset | wB97M-V/def2-TZVPD
N -1.47255 -0.48225 1.12910
C 1.16898 -0.03960 -0.86995
C 1.09404 1.09649 -1.25168
H -0.66424 -0.26086 1.68174
H -1.27491 -0.13515 0.16923
H 1.03514 2.14166 -1.31669
H 1.68259 -0.87735 -0.52579
H -1.56904 -1.44295 0.98405
```

gap between HOMO and LUMO: 0.404 hartree
HOMO energy: -9.89 eV

Charges computed using Mulliken, reported in e: number 1, N, carries -0.690; number 2, C, carries -0.621; number 3, C, carries -0.074; number 4, H, carries 0.239; number 5, H, carries 0.232; number 6, H, carries 0.368; number 7, H, carries 0.327; number 8, H, carries 0.219



two.
Computed, not measured: a cluster of 3 separate species, C2H5N in total, with wB97M-V/def2-TZVPD.

```
8
C2H5N | the Open Molecules 2025 dataset | wB97M-V/def2-TZVPD
N -1.58239 1.89029 -0.05316
C 0.39712 0.39101 -0.15122
C -0.72926 1.05529 -0.16863
H 1.48768 -3.10316 0.56018
H 0.83371 -2.53973 0.56478
H 0.52409 -0.61921 0.11375
H -2.22243 1.94911 -0.83803
H 1.29148 0.97639 -0.02767
```

gap between HOMO and LUMO: 0.368 hartree
HOMO energy: -9.05 eV

Charges computed using Mulliken, reported in e: number 1, N, carries -0.437; number 2, C, carries -0.609; number 3, C, carries 0.570; number 4, H, carries 0.160; number 5, H, carries -0.182; number 6, H, carries -0.030; number 7, H, carries 0.289; number 8, H, carries 0.240



What is the stability order? It is one, two, from most stable to least stable.